Entry 1:
{"formula": "C34H77BN3O18", "method": "ωB97M-V/def2-TZVPD", "homo_lumo_gap_ev": 8.07, "spin_multiplicity": 1, "fmax_ev_per_a": 4.83, "charge": -1, "lumo_ha": 0.060, "homo_energy_ha": -0.2364, "species": ["O", "H", "C", "C", "H", "H", "H", "H", "O", "C", "H", "C", "H", "H", "H", "H", "H", "C", "H", "C", "H", "H", "O", "C", "H", "C", "H", "H", "H", "C", "C", "H", "H", "H", "H", "H", "C", "H", "C", "O", "H", "N", "C", "H", "O", "H", "C", "C", "H", "H", "O", "H", "O", "H", "H", "H", "H", "H", "O", "H", "H", "C", "H", "H", "H", "H", "O", "C", "H", "O", "H", "C", "H", "C", "H", "C", "O", "C", "O", "N", "H", "B", "H", "C", "H", "H", "C", "C", "O", "H", "H", "H", "H", "O", "C", "H", "H", "O", "H", "H", "H", "H", "H", "H", "C", "H", "C", "H", "H", "O", "H", "H", "H", "H", "C", "H", "H", "C", "C", "O", "C", "H", "C", "H", "O", "N", "C", "H", "H", "H", "H", "C", "H"], "xyz": [[-2.427, -3.947, 0.516], [0.149, 6.301, -3.560], [3.812, -1.344, 6.202], [2.986, 4.284, -3.161], [2.843, 3.947, -4.188], [-3.111, 0.301, -4.729], [3.173, 6.508, -4.639], [-0.801, -0.307, -10.732], [-6.486, -2.313, 4.567], [0.113, 0.065, -8.322], [-0.133, 4.399, -1.482], [-2.560, -2.770, -0.171], [-0.874, -6.348, -2.654], [-2.004, 0.759, -11.050], [0.266, 2.547, -8.628], [1.569, 2.803, -2.446], [-1.557, -5.088, 9.143], [5.284, -1.668, 6.155], [3.269, 2.345, -2.379], [1.820, 4.922, -0.544], [2.986, 1.974, 5.216], [-4.132, -1.250, -6.504], [-2.496, -5.295, 4.731], [-5.843, -1.090, 4.335], [2.440, 2.781, -0.157], [0.897, 5.532, -3.753], [-3.745, 2.829, 3.096], [0.612, 0.952, 8.339], [3.696, 3.836, -0.423], [2.194, 0.006, 4.719], [2.576, 3.177, -2.260], [0.515, 4.519, -3.631], [4.220, -0.300, 4.310], [3.916, 6.884, -3.085], [1.446, -0.619, 5.206], [1.547, 6.261, 1.229], [-2.421, 0.217, -6.810], [5.809, -1.986, 7.056], [2.964, 6.799, -3.609], [-5.609, 3.206, 2.822], [4.042, 2.500, 7.425], [-2.036, 1.197, -7.896], [-3.542, -0.763, -7.280], [-0.938, -7.083, -4.264], [0.054, -6.141, 3.487], [-3.038, -1.575, -7.804], [-0.322, 2.126, -9.443], [-0.316, -1.051, -7.485], [1.874, -2.271, 6.476], [0.253, 1.914, -10.344], [-1.337, -2.181, 1.699], [0.738, -0.314, -9.131], [-1.944, -0.418, 0.405], [3.327, 1.905, 8.939], [-5.236, -1.015, 5.237], [-6.627, -0.332, 4.344], [-0.126, 3.846, 0.215], [-1.090, 2.889, -9.572], [0.108, -6.674, 7.537], [0.562, -0.377, 7.225], [1.419, -0.544, 8.555], [-0.325, -6.491, -3.585], [-4.165, -0.269, -8.026], [1.984, 0.261, 3.680], [-5.706, 4.021, 3.319], [2.094, 4.800, 1.592], [-0.520, -4.408, 2.013], [2.549, 0.801, 7.219], [-4.036, -7.894, -0.760], [3.930, -0.743, 8.507], [2.466, 2.949, 7.778], [2.938, -2.506, 6.507], [0.834, -7.019, 7.017], [3.139, 2.098, 7.883], [0.542, -7.837, -2.508], [-1.067, 0.861, -8.929], [0.817, -7.276, -3.237], [-2.051, -4.775, 3.702], [-1.925, -4.551, 9.844], [2.069, 5.939, -1.523], [0.553, 6.930, -1.806], [-1.752, -3.590, 1.787], [-0.504, 0.220, -5.803], [0.262, 4.588, -0.484], [-5.848, -2.984, 4.312], [4.073, 4.359, -3.158], [2.244, 5.539, 0.805], [-1.144, -0.523, -6.281], [-3.066, 2.076, -8.271], [-1.402, -1.273, -5.533], [3.173, -2.865, 7.509], [5.465, -2.507, 5.483], [-2.812, 2.872, -7.797], [0.348, -7.984, 0.188], [-3.043, 0.972, -5.586], [0.529, -1.672, -7.191], [-3.991, 1.439, -5.851], [-2.604, -3.861, 3.009], [5.841, -0.765, 5.902], [3.279, 5.881, 0.829], [-0.016, -5.577, -4.093], [-0.298, 5.483, -0.214], [-3.246, -6.659, -0.381], [-3.924, 4.352, 2.394], [-1.652, 0.144, -10.222], [-2.474, 1.872, -5.353], [-0.635, -5.164, 3.074], [3.150, -3.355, 5.857], [0.512, -7.123, 0.573], [-3.243, -2.671, -1.223], [1.193, 5.729, -4.783], [4.870, -0.598, 8.639], [-0.599, -8.101, 0.256], [-0.953, -1.708, -8.077], [2.351, 1.206, 5.657], [-1.398, -4.766, 10.614], [2.482, 7.776, -3.646], [-1.948, -1.603, 0.674], [3.407, -0.817, 4.821], [1.399, 7.144, -1.406], [-4.302, 3.333, 2.307], [-2.430, -0.529, -9.863], [2.193, 5.602, -2.932], [0.760, 0.708, -7.724], [-3.178, -7.612, -0.442], [3.624, -0.248, 7.245], [2.673, 3.660, -0.757], [-5.310, -1.168, 3.387], [-4.057, 3.058, 1.281], [-0.664, -6.802, 6.986], [3.197, -1.762, 4.320], [1.244, 0.236, 7.814], [1.374, 1.687, 5.605]], "mulliken_charge": [-0.34, 0.36, 1.77, -1.04, 0.39, 0.46, 0.45, 0.38, -0.54, -1.02, 0.29, 0.62, 0.12, 0.37, 0.45, 0.29, 0.33, -2.01, 0.42, 1.53, 0.43, 0.43, -0.68, -0.37, 0.41, -1.74, 0.31, 0.39, 0.39, -0.60, -0.71, 0.39, 0.37, 0.48, 0.15, 0.37, 1.46, 0.41, -1.89, -0.49, 0.40, 0.38, -1.68, 0.23, -0.67, 0.32, -1.95, -0.74, 0.33, 0.38, -0.47, 0.43, -0.69, 0.40, 0.26, 0.20, 0.46, 0.44, -0.62, 0.32, 0.41, -0.31, 0.36, 0.42, 0.30, 0.43, -0.48, 1.59, 0.27, -0.50, 0.42, -1.91, 0.29, -1.85, 0.33, 1.32, -0.53, 0.67, -0.65, 0.15, 0.38, 1.02, 0.29, -1.74, 0.32, 0.39, -1.90, -1.09, -0.47, 0.50, 0.34, 0.38, 0.35, -0.64, -1.89, 0.38, 0.40, -0.50, 0.47, 0.42, 0.15, 0.43, 0.34, 0.28, -1.58, 0.38, 0.54, 0.50, 0.31, -0.64, 0.48, 0.35, 0.31, 0.27, -1.32, 0.31, 0.29, 0.57, -1.23, -0.41, -0.64, 0.34, 1.32, 0.34, -0.59, 0.29, -1.09, 0.13, 0.25, 0.33, 0.48, -1.69, 0.49]}

---

Entry 2:
{"formula": "C6H13N5", "method": "ωB97M-V/def2-TZVPD", "homo_lumo_gap_ev": [4.99, 7.53], "spin_multiplicity": 3, "e_above_lowest_kcal_mol": 17.14, "fmax_ev_per_a": 5.51, "charge": 2, "lumo_ha": [-0.246, -0.351], "homo_energy_ha": [-0.4292, -0.6280], "species": ["C", "C", "H", "H", "H", "N", "C", "H", "H", "C", "N", "H", "H", "N", "H", "C", "H", "N", "H", "H", "H", "H", "N", "C"], "xyz": [[-2.233, -0.639, 1.087], [0.163, 0.991, -0.257], [0.521, -0.724, 1.077], [-3.207, -1.060, 0.844], [3.750, -1.866, -1.594], [-1.324, -0.742, -0.080], [2.979, -0.679, -0.196], [3.138, -2.674, -0.198], [-1.326, -1.720, -0.380], [2.299, 1.565, 0.725], [1.164, 1.888, -0.069], [-2.354, 0.411, 1.357], [-1.593, -0.388, -2.163], [3.225, -1.804, -0.721], [2.027, 1.385, 1.777], [0.046, -0.279, 0.230], [-2.793, 0.435, -1.123], [2.955, 0.382, 0.289], [-1.817, -1.181, 1.936], [3.036, 2.373, 0.697], [1.234, 2.651, -0.729], [-1.115, 2.195, -1.411], [-0.851, 1.268, -1.124], [-1.743, 0.142, -1.213]], "nbo_charge": [-0.43, 0.07, 0.22, 0.26, 0.47, -0.38, 0.72, 0.47, 0.46, -0.09, -0.56, 0.25, 0.23, -0.77, 0.23, 0.04, 0.25, -0.27, 0.25, 0.28, 0.43, 0.44, -0.51, -0.05]}

---

Entry 3:
{"formula": "C26H24CeF6I2N7O7S3", "method": "ωB97M-V/def2-TZVPD", "homo_lumo_gap_ev": [5.41, 5.44], "spin_multiplicity": 1, "e_above_lowest_kcal_mol": 7.91, "fmax_ev_per_a": 3.58, "charge": 1, "lumo_ha": [-0.166, -0.165], "homo_energy_ha": [-0.3648, -0.3648], "species": ["O", "O", "C", "C", "H", "F", "C", "H", "H", "C", "H", "C", "H", "H", "H", "F", "N", "C", "C", "C", "S", "H", "H", "C", "C", "N", "H", "H", "O", "Ce", "C", "H", "F", "F", "C", "N", "H", "S", "C", "H", "S", "H", "C", "C", "O", "H", "I", "H", "H", "C", "C", "H", "H", "C", "C", "C", "N", "O", "H", "H", "C", "O", "C", "N", "C", "H", "N", "I", "H", "C", "O", "C", "N", "F", "C", "F"], "xyz": [[1.992, 1.833, -2.244], [-2.194, -0.839, -1.055], [-5.947, 0.586, -2.032], [2.812, -1.481, -3.908], [2.027, 2.876, -0.161], [2.129, -3.901, -1.173], [-5.313, -0.301, -2.860], [3.940, 0.788, 0.040], [-5.798, -0.654, -3.758], [1.775, -4.318, 0.054], [4.806, -2.604, 0.037], [4.429, -0.896, -1.001], [1.860, 5.904, 2.834], [4.906, -1.829, -3.482], [3.875, 0.619, -2.190], [2.872, -4.303, 0.815], [-3.270, 1.109, 0.465], [2.065, 4.479, 1.236], [1.691, 3.217, 0.813], [-3.359, -0.360, -1.383], [-1.423, 2.515, 4.760], [-2.880, -0.428, 3.316], [4.860, -2.775, -1.674], [-2.498, 1.190, 4.652], [-3.795, 2.053, 1.215], [4.319, -0.144, 0.103], [-3.245, 1.042, 5.415], [2.013, 0.461, -4.439], [0.186, 1.332, -1.045], [-0.661, -0.226, 0.528], [4.208, -0.989, -3.464], [2.975, -1.856, -4.920], [1.680, -2.474, 4.342], [0.111, -1.132, 4.958], [1.629, -0.476, -4.030], [0.368, -1.182, -1.912], [-3.171, 2.436, 2.014], [0.507, -3.138, 0.728], [0.993, 1.140, -2.005], [-0.430, -1.730, -2.223], [-0.578, -2.817, 3.018], [2.706, 5.091, 0.620], [-5.837, 2.086, -0.025], [-2.280, 0.444, 3.541], [-1.233, -1.905, 2.083], [0.976, -0.912, -4.788], [-7.909, 1.174, -2.534], [4.315, -0.568, 1.015], [-6.834, 2.466, -0.204], [0.667, -0.104, -2.866], [0.666, -1.730, 3.927], [4.554, -0.261, -4.196], [0.289, 4.439, 4.099], [-4.032, -0.746, -2.536], [-5.086, 2.562, 1.013], [-0.660, 2.043, 3.259], [4.807, -2.174, -0.871], [-1.320, -3.439, 4.044], [1.161, -1.807, -1.837], [2.524, -2.345, -3.305], [-5.303, 1.104, -0.887], [-0.599, -3.218, -0.167], [1.583, 4.929, 2.456], [0.882, 2.403, 1.493], [0.356, 2.874, 2.636], [-5.474, 3.327, 1.670], [4.306, -0.324, -2.180], [-2.969, -2.055, -3.790], [-0.280, 0.176, -3.338], [-1.216, 0.921, 2.705], [1.210, -1.853, 0.750], [0.715, 4.120, 3.159], [0.369, -3.758, 2.167], [1.179, -0.778, 3.104], [-4.001, 0.632, -0.577], [1.301, -5.538, -0.026]], "mulliken_charge": [-0.81, 0.31, -0.28, -0.15, 0.53, -0.19, -0.37, 0.14, 0.41, 0.45, 0.21, 1.02, 0.43, 0.44, 0.19, -0.23, 0.13, -1.19, -0.16, -0.29, -0.25, 0.47, 0.19, -0.57, 0.00, -0.36, 0.49, 0.27, -0.54, 0.97, -1.13, 0.44, -0.26, -0.21, -0.95, 0.25, 0.44, 1.41, 0.15, 0.05, 1.07, 0.50, -0.55, -0.96, -0.60, 0.48, 0.08, 0.21, 0.18, 0.28, 0.85, 0.37, 0.40, -0.54, -1.31, 0.53, -0.37, -0.63, -0.13, -0.02, 0.80, -0.58, -0.52, 0.35, 0.82, 0.44, -0.10, 0.04, 0.24, 0.71, -0.57, -1.24, -0.77, -0.16, 0.46, -0.19]}

---

Entry 4:
{"formula": "C29H56ClPSiTm", "method": "ωB97M-V/def2-TZVPD", "homo_lumo_gap_ev": [3.60, 3.63], "spin_multiplicity": 3, "fmax_ev_per_a": 3.63, "charge": -1, "lumo_ha": [0.092, 0.092], "homo_energy_ha": [-0.0401, -0.0410], "species": ["H", "C", "C", "H", "H", "H", "H", "C", "C", "H", "C", "H", "H", "H", "H", "H", "Si", "H", "H", "C", "C", "H", "H", "H", "H", "H", "H", "H", "H", "Cl", "H", "H", "C", "H", "H", "H", "H", "C", "H", "H", "H", "C", "H", "C", "H", "H", "H", "C", "C", "Tm", "C", "C", "H", "H", "H", "C", "H", "H", "C", "C", "H", "C", "H", "H", "C", "H", "C", "H", "C", "H", "P", "H", "H", "C", "H", "H", "C", "H", "C", "C", "H", "H", "C", "H", "H", "H", "C", "C", "H"], "xyz": [[4.752, -0.504, 2.492], [2.174, 1.613, 4.599], [-4.003, -1.677, -3.656], [-2.818, -0.150, -1.072], [3.363, -1.937, -1.447], [2.092, 1.047, 1.343], [1.404, -1.544, 4.863], [0.915, -0.682, -1.812], [-0.471, 2.068, -1.457], [0.666, 4.999, 0.007], [-3.606, -2.363, -2.345], [3.369, -0.447, -4.121], [1.167, 1.507, 5.019], [3.090, -1.331, 5.398], [2.750, -2.274, 3.912], [-3.699, -3.451, -2.440], [2.599, 0.159, 3.498], [0.874, -1.642, -1.268], [-3.120, -0.735, 3.951], [3.396, -1.010, -2.037], [0.339, 2.901, -0.451], [-4.295, -2.047, -1.550], [-4.035, 0.314, -4.530], [-2.546, -2.365, 2.440], [-1.993, -3.931, 3.035], [-2.430, -2.951, 5.065], [1.707, -2.879, -3.278], [-2.503, -0.640, 5.613], [-0.237, -0.342, 3.731], [-2.948, 0.367, 1.614], [2.218, -0.788, 1.341], [0.107, 5.856, -2.300], [0.369, 4.805, -2.137], [1.448, 4.715, -2.320], [-0.251, -1.353, -3.528], [-0.062, -3.703, 1.956], [4.376, -0.554, -1.862], [-1.756, -2.328, 4.461], [4.571, 1.281, 2.539], [1.685, -2.104, -4.864], [-4.516, 0.259, -2.833], [-1.755, -2.860, 3.016], [-3.383, -2.071, -4.472], [1.823, -1.915, -3.792], [0.367, -2.332, 2.972], [-0.108, 4.176, -4.164], [-1.682, -0.150, -3.911], [-2.061, -0.469, -1.810], [-1.182, 0.107, 4.101], [-0.563, 0.106, 1.415], [-1.318, 1.449, 4.118], [-0.062, 2.428, -2.883], [-1.537, 2.323, -1.324], [-1.469, -2.375, -2.679], [5.000, 0.385, 4.033], [2.293, -0.065, -1.538], [-0.754, -2.426, 4.900], [-2.283, 1.284, -3.065], [-0.377, 3.910, -3.135], [-3.811, -0.158, -3.568], [3.989, -2.072, -3.839], [-0.450, -1.966, 1.054], [2.433, 0.139, -0.471], [-0.571, 1.803, -3.627], [4.423, 0.349, 3.100], [-1.932, -2.500, -0.981], [2.436, -1.409, 4.513], [1.016, 2.266, -3.015], [-2.215, -0.864, 4.572], [0.093, 2.640, 0.595], [-0.499, 0.254, -1.143], [-0.334, -2.423, 0.083], [2.258, 2.551, 4.032], [3.224, -1.355, -3.520], [2.369, 0.907, -2.050], [-1.461, 4.071, -3.034], [0.740, -0.948, -3.297], [1.412, 2.699, -0.588], [1.749, 0.106, 1.837], [-0.395, -2.708, 2.271], [-5.044, -1.913, -3.906], [-2.235, 1.916, 4.483], [-2.174, -2.000, -1.924], [0.833, 0.004, -3.840], [2.883, 1.638, 5.441], [-0.521, 2.109, 3.763], [-2.386, 0.195, -3.139], [0.069, 4.400, -0.689], [-0.986, 4.605, -0.466]], "mulliken_charge": [0.26, -1.05, -0.73, 1.00, 0.37, -0.04, 0.21, 1.07, -0.23, 0.41, -1.01, 0.33, 0.34, 0.42, 0.21, 0.45, 0.21, 0.59, 0.20, -0.78, 0.28, 0.36, 0.41, 0.13, 0.40, 0.42, 0.37, 0.45, -0.91, -0.52, 0.10, 0.43, -0.76, 0.33, -0.09, 0.41, 0.43, -0.84, 0.26, 0.43, 0.38, -0.35, 0.31, -1.05, -0.39, 0.40, 0.05, 0.12, 1.41, -1.67, -0.81, -0.83, 0.72, 0.18, 0.28, -0.21, 0.24, 0.15, -1.03, -1.13, 0.42, 0.88, -0.51, 0.44, -1.20, -0.12, -0.95, 0.21, -0.68, -0.09, -0.92, 0.45, 0.22, -0.84, 0.16, 0.38, -0.31, 0.20, 0.33, -0.96, 0.40, 0.24, 0.23, 0.14, 0.37, 0.19, -0.25, -0.90, 0.37]}

---

Entry 5:
{"formula": "C12H30F4N4O12S4Sn", "method": "ωB97M-V/def2-TZVPD", "homo_lumo_gap_ev": 2.46, "spin_multiplicity": 1, "e_above_lowest_kcal_mol": 0.00, "fmax_ev_per_a": 9.16, "lumo_ha": -0.257, "homo_energy_ha": -0.3476, "species": ["H", "H", "N", "H", "H", "H", "H", "C", "O", "C", "C", "H", "O", "H", "C", "O", "O", "H", "H", "O", "F", "H", "S", "F", "H", "S", "Sn", "H", "H", "F", "H", "C", "N", "O", "H", "O", "H", "O", "C", "H", "N", "O", "F", "C", "H", "O", "H", "O", "H", "C", "S", "C", "C", "S", "H", "H", "N", "O", "C", "H", "C", "H", "H", "H", "H", "H", "H"], "xyz": [[2.350, -4.398, -1.167], [5.304, -0.008, 2.739], [4.192, -0.611, 1.273], [-5.513, 3.315, -0.425], [-6.186, 0.538, 0.387], [-4.650, 3.284, -2.459], [-3.896, 3.133, 0.342], [4.346, 0.331, 2.343], [-2.813, 1.556, 6.106], [3.824, -2.912, 0.527], [-2.297, 3.345, -3.540], [2.061, 3.705, 0.215], [2.398, -3.092, -6.366], [3.469, -2.451, -0.395], [2.886, 3.413, 0.865], [-1.673, -0.924, 7.203], [4.438, -1.511, -5.770], [-1.962, 4.383, -3.527], [5.056, -0.604, 0.751], [-2.582, 3.139, -2.183], [4.102, 0.137, -3.944], [-1.581, 2.613, -3.914], [-1.738, -1.064, 5.719], [-1.205, 2.528, 4.667], [3.583, 0.140, 3.098], [1.643, -1.997, -5.778], [0.007, 0.316, -0.136], [-5.511, -1.638, 0.513], [-4.669, 0.811, 1.233], [-3.341, -0.910, 5.317], [3.814, -5.279, -0.624], [-3.910, 3.519, -1.693], [-4.411, 1.372, -0.684], [-3.523, -1.352, -0.136], [-3.145, 3.268, -4.220], [0.645, -1.313, -6.691], [-3.577, -2.482, -1.852], [3.246, 0.687, -5.985], [3.819, -1.895, 1.779], [2.199, -5.751, -0.024], [-1.132, 0.264, 4.773], [-1.444, -2.395, 5.190], [0.603, -2.882, -4.899], [2.827, -4.916, -0.336], [5.164, 2.188, 1.542], [3.270, 2.027, 0.827], [3.829, 3.957, 0.911], [2.902, -4.004, 0.800], [4.011, 2.415, 2.727], [-4.905, -1.010, -0.141], [-1.454, 1.344, 5.740], [-3.300, -2.554, -0.800], [-5.102, 0.512, 0.278], [3.409, -0.562, -5.275], [2.615, 3.714, 1.878], [-4.006, 4.602, -1.609], [2.182, -1.050, -4.480], [-0.417, 1.613, 6.755], [-4.512, 2.895, -0.525], [2.826, -1.891, 2.229], [4.197, 1.793, 1.852], [-4.891, 1.228, -1.561], [-5.200, -0.962, -1.189], [-3.913, -3.345, -0.369], [-2.230, -2.734, -0.696], [4.814, -3.356, 0.415], [4.650, -2.234, 2.398]], "nbo_charge": [0.17, 0.21, -0.56, 0.21, 0.18, 0.16, 0.19, -0.25, -0.91, -0.06, -0.25, 0.19, -0.84, 0.17, -0.28, -0.84, -0.85, 0.18, 0.38, -0.57, -0.56, 0.19, 2.33, -0.54, 0.20, 2.28, 1.62, 0.20, 0.20, -0.50, 0.18, -0.07, -0.61, -0.56, 0.18, -0.88, 0.18, -0.91, -0.24, 0.20, -1.13, -0.89, -0.53, -0.25, 0.18, -0.53, 0.20, -0.55, 0.18, -0.07, 2.46, -0.24, -0.24, 2.35, 0.18, 0.19, -1.06, -0.91, -0.24, 0.21, -0.08, 0.34, 0.17, 0.19, 0.16, 0.18, 0.19]}